Entry 1:
124
Properties=species:S:1:pos:R:3 method="wB97M-V/def2-TZVPD" charge=+3 de_lowest_kcal_mol=1.31 gap_ev=5.03
Pt -0.1924 -0.8948 0.5662
C 2.7605 -2.2196 3.1564
C 1.8117 -1.2883 3.8421
C 2.2005 -0.5743 4.9668
C 1.3016 0.2449 5.6349
C -0.0130 0.3750 5.1952
C -0.4487 -0.3072 4.0746
C -1.8755 -0.2039 3.6025
C 0.4861 -1.1360 3.4268
N -0.0403 -1.8682 2.3071
C -0.7523 -2.9324 2.4471
C -0.8533 -3.7010 3.7086
C -1.5604 -3.2884 1.2495
C -2.5106 -4.4241 1.3427
N -1.4356 -2.4968 0.2345
C -2.0883 -2.8563 -1.0003
C -1.7033 -4.0323 -1.6579
C -0.7033 -5.0337 -1.1394
C -2.3644 -4.3132 -2.8426
C -3.3894 -3.5012 -3.3129
C -3.8130 -2.4081 -2.5780
C -3.1765 -2.0739 -1.3951
C -3.7384 -1.0348 -0.4785
H 3.7396 -1.7552 3.0349
H 2.4023 -2.5320 2.1792
H 2.9146 -3.1225 3.7519
H 3.2150 -0.6701 5.3325
H 1.6260 0.7867 6.5138
H -0.7019 1.0097 5.7378
H -2.3675 0.6544 4.0557
H -2.4553 -1.0883 3.8807
H -1.9631 -0.0736 2.5146
H -0.2187 -3.2910 4.4886
H -0.5680 -4.7379 3.5068
H -1.8886 -3.7260 4.0564
H -3.1572 -4.2541 2.2082
H -1.9734 -5.3574 1.5255
H -3.1193 -4.5284 0.4511
H -0.0282 -4.6371 -0.3795
H -0.0884 -5.4022 -1.9568
H -1.2203 -5.8983 -0.7183
H -2.0844 -5.2002 -3.3964
H -3.8925 -3.7540 -4.2365
H -4.6652 -1.8263 -2.9043
H -4.4976 -0.4540 -0.9901
H -2.9877 -0.3364 -0.1137
H -4.2200 -1.5033 0.3862
O -0.8297 0.7615 -0.4550
P -0.5155 2.3147 -0.7270
C -1.9483 3.3623 -1.1451
C -2.5622 3.1519 -2.5447
C -3.5772 2.0184 -2.5895
C -4.6851 2.2521 -1.5670
C -4.1200 2.4184 -0.1594
C -3.0790 3.5279 -0.1181
C 0.4285 2.9853 0.6842
C 0.0913 2.5194 2.1161
C -0.8706 3.3871 2.9203
C -0.4883 4.8616 2.8603
C -0.3863 5.3460 1.4192
C 0.6196 4.5230 0.6169
C 0.4742 2.3083 -2.2611
C 1.7287 1.4249 -2.2449
C 3.0295 2.1184 -1.8484
C 3.2712 3.3349 -2.7343
C 2.1057 4.3057 -2.6230
C 0.7694 3.6509 -2.9776
H -1.3917 4.3110 -1.1713
H -1.8043 3.0309 -3.3163
H -3.0778 4.0878 -2.7804
H -3.0693 1.0648 -2.4071
H -3.9977 1.9621 -3.5944
H -5.4276 1.4531 -1.5946
H -5.2263 3.1637 -1.8377
H -3.6758 1.4810 0.1906
H -4.9213 2.6639 0.5394
H -2.6852 3.6565 0.8831
H -3.5723 4.4727 -0.3663
H 1.3983 2.5355 0.4459
H 1.0482 2.5024 2.6471
H -0.2586 1.4859 2.1106
H -0.8547 3.0434 3.9579
H -1.8975 3.2481 2.5799
H 0.4780 5.0039 3.3548
H -1.2109 5.4604 3.4142
H -0.0566 6.3854 1.3992
H -1.3704 5.3376 0.9465
H 1.6197 4.7269 1.0102
H 0.6333 4.8682 -0.4155
H -0.2575 1.7668 -2.8760
H 1.8524 1.0653 -3.2683
H 1.5366 0.5330 -1.6475
H 3.8537 1.4096 -1.9651
H 3.0258 2.4251 -0.7951
H 3.3899 3.0069 -3.7718
H 4.2012 3.8297 -2.4549
H 2.2527 5.1541 -3.2922
H 2.0955 4.7183 -1.6138
H 0.7986 3.4021 -4.0430
H -0.0470 4.3637 -2.8663
C 3.0490 -1.2716 -3.8815
C 3.4912 -2.5465 -3.1899
C 3.2728 -2.5827 -1.6578
C 3.7259 -3.9915 -1.1723
C 3.6307 -4.2589 0.3170
C 4.1602 -1.5284 -1.0082
O 5.3172 -1.4050 -1.2476
N 3.5641 -0.6323 -0.0605
C 2.2738 -0.6564 0.2281
O 1.6459 0.1493 0.9904
N 1.4339 -1.5650 -0.3056
C 1.7671 -2.4620 -1.3720
O 0.9329 -3.0486 -1.9736
H 3.2160 -1.3543 -4.9540
H 3.6158 -0.4056 -3.5342
H 1.9828 -1.0868 -3.7364
H 4.5581 -2.7136 -3.3381
H 2.9656 -3.4069 -3.6033
H 4.7545 -4.0997 -1.5179
H 3.1250 -4.7145 -1.7255
H 4.2437 -3.5705 0.9027
H 3.9830 -5.2657 0.5361
H 2.5961 -4.2017 0.6675
H 4.1553 0.0927 0.3343

***

Entry 2:
128
Properties=species:S:1:pos:R:3 method="wB97M-V/def2-TZVPD" charge=+1 de_lowest_kcal_mol=30.90 gap_ev=7.42
Sc -0.5313 0.1922 -0.4221
C 1.0473 2.0783 1.8203
C 1.8246 2.4130 0.5675
N 1.0143 2.1595 -0.6332
C 0.1796 3.2821 -1.0934
C -1.2971 3.0590 -0.8411
C -2.2817 3.7903 -1.4860
C -3.5962 3.5970 -1.0984
C -3.8967 2.7082 -0.0707
C -2.8670 1.9967 0.5035
C -3.0377 1.0331 1.6605
N -2.1735 -0.1462 1.5186
C -1.4204 -0.5581 2.7083
C -0.2857 0.4153 2.9587
N 0.4717 0.7258 1.7377
N -1.5947 2.1550 0.0986
H 0.2217 2.7840 1.9449
H 1.7013 2.1789 2.6931
H 2.7037 1.7737 0.5149
H 2.1622 3.4513 0.6137
H 1.5982 1.8414 -1.3940
H 0.3409 3.4631 -2.1537
H 0.4584 4.2018 -0.5690
H -2.0210 4.4908 -2.2696
H -4.3929 4.1396 -1.5930
H -4.9157 2.5613 0.2637
H -4.0865 0.7539 1.7621
H -2.7659 1.5709 2.5723
H -2.7297 -0.9210 1.1805
H -1.0223 -1.5536 2.5036
H -2.0376 -0.6307 3.6097
H 0.3550 0.0369 3.7622
H -0.7011 1.3554 3.3296
H 1.2572 0.0713 1.5981
C 3.3577 -4.1364 -5.7587
C 2.0345 -4.5027 -5.0730
C 0.9977 -4.8855 -6.1392
C 2.2746 -5.7155 -4.1743
C 1.5217 -3.3014 -4.2745
C 1.2260 -3.3639 -2.9205
C 0.7734 -2.2321 -2.2653
Se 0.2138 -2.4226 -0.4206
C -1.5881 -2.9380 -0.8771
C -1.9100 -4.2876 -0.9244
C -3.1723 -4.6803 -1.3372
C -4.0601 -3.6666 -1.7056
C -3.7638 -2.3058 -1.6952
C -2.4882 -1.9290 -1.2385
O -2.1172 -0.6528 -1.0912
C -4.8238 -1.2689 -2.0983
C -4.2484 -0.1683 -3.0061
C -5.9850 -1.9111 -2.8668
C -5.3769 -0.6280 -0.8176
C -3.6070 -6.1465 -1.3878
C -4.6922 -6.3884 -0.3302
C -4.1751 -6.4773 -2.7751
C -2.4342 -7.0873 -1.1106
C 0.6186 -0.9874 -2.8924
O 0.3259 0.0854 -2.1279
C 0.8385 -0.9199 -4.2735
C 1.2974 -2.0796 -4.9027
C 0.5872 0.3090 -5.1704
C 0.0180 1.5337 -4.4432
C -0.4335 -0.0796 -6.2525
C 1.9050 0.7315 -5.8318
H 3.7589 -5.0020 -6.2930
H 4.1002 -3.8143 -5.0236
H 3.2293 -3.3298 -6.4843
H 1.3428 -5.7501 -6.7133
H 0.8221 -4.0657 -6.8405
H 0.0411 -5.1412 -5.6756
H 2.6742 -6.5381 -4.7711
H 1.3489 -6.0664 -3.7088
H 2.9969 -5.4960 -3.3828
H 1.3268 -4.2871 -2.3651
H -1.1605 -5.0154 -0.6425
H -5.0461 -3.9667 -2.0362
H -3.8957 -0.5924 -3.9524
H -3.4198 0.3620 -2.5440
H -5.0417 0.5495 -3.2375
H -5.6269 -2.5099 -3.7075
H -6.6265 -1.1220 -3.2643
H -6.6120 -2.5452 -2.2350
H -4.6012 -0.0255 -0.3357
H -5.7158 -1.3908 -0.1118
H -6.2234 0.0273 -1.0467
H -5.5490 -5.7283 -0.4835
H -4.3019 -6.2080 0.6747
H -5.0494 -7.4216 -0.3772
H -5.1052 -5.9397 -2.9739
H -4.3912 -7.5466 -2.8462
H -3.4609 -6.2194 -3.5619
H -2.0431 -6.9624 -0.0970
H -1.6146 -6.9307 -1.8187
H -2.7650 -8.1232 -1.2093
H 1.4869 -2.0235 -5.9693
H -0.8881 1.2988 -3.8847
H -0.2229 2.2922 -5.1932
H 0.7476 1.9592 -3.7514
H -1.3670 -0.4201 -5.7970
H -0.0666 -0.8785 -6.8990
H -0.6542 0.7847 -6.8842
H 2.6454 1.0076 -5.0760
H 1.7400 1.5965 -6.4808
H 2.3322 -0.0663 -6.4426
C 5.5794 -0.8690 4.0940
C 4.1661 -0.3614 4.2806
N 3.3761 -0.7959 3.1377
C 3.8195 -0.7280 1.8338
N 2.9364 -0.7320 0.8836
C 3.4584 -0.7217 -0.4838
C 4.7656 -1.4792 -0.6000
C 5.7687 -0.8537 0.3411
N 5.1804 -0.7188 1.6725
C 6.0921 -0.3637 2.7603
H 5.5726 -1.9612 4.0938
H 6.2270 -0.5246 4.9010
H 4.1791 0.7309 4.3718
H 3.7143 -0.7631 5.1854
H 2.3784 -0.8588 3.2290
H 3.6241 0.3146 -0.8185
H 2.7159 -1.1427 -1.1552
H 5.1477 -1.4584 -1.6211
H 4.5984 -2.5225 -0.3194
H 6.0958 0.1212 -0.0366
H 6.6577 -1.4798 0.4359
H 6.2305 0.7230 2.8016
H 7.0622 -0.8022 2.5285

***

Entry 3:
143
Properties=species:S:1:pos:R:3 method="wB97M-V/def2-TZVPD" charge=0 gap_ev=8.35 smiles="CCCCCC[C@H]1[C@H](NCCC)[C@H]([C@H](C)CC)OS(=O)(=O)[C@@H]1CCc1ccccc1.O=C1OCCO1.O=C1OCCO1.O=C1OCCO1.O=C1OCCO1.O=C1OCCO1.O=C1OCCO1.O=C1OCCO1"
C -1.3304 5.0745 1.7667
C -2.5235 5.5666 0.7642
C -3.9021 4.7302 0.9709
C -4.6099 4.6405 -0.4892
C -4.8853 3.1152 -0.9402
C -3.9940 2.6606 -2.2359
C -2.8439 1.5641 -1.8316
C -3.4428 0.1290 -2.2496
N -4.6956 -0.2315 -1.4786
C -5.8886 -0.2847 -2.3623
C -5.8501 -1.6386 -3.2429
C -5.6495 -2.9309 -2.2977
C -2.3868 -1.0735 -2.3600
C -1.6596 -1.5688 -1.0272
C -2.3519 -1.1905 0.3677
C -0.1006 -1.2017 -0.8711
C 0.5392 -2.3961 0.0524
O -1.4070 -0.9179 -3.4556
S -1.1188 0.6635 -3.8654
O 0.2544 0.7229 -4.5282
O -2.0791 0.9763 -5.0164
C -1.4421 1.9367 -2.5980
C -0.3631 2.2099 -1.4610
C 1.1523 1.8000 -1.7537
C 1.9756 1.7853 -0.3551
C 3.0356 0.6374 -0.1921
C 3.8844 0.4271 1.0789
C 3.6609 1.4296 2.2526
C 2.6376 2.5966 2.0870
C 1.7760 2.8066 0.7887
H -1.3731 3.9309 1.8614
H -1.4029 5.5485 2.8029
H -0.3260 5.3499 1.2907
H -2.1333 5.3151 -0.2968
H -2.7814 6.6703 0.8918
H -3.6276 3.6862 1.3968
H -4.6079 5.2083 1.7458
H -4.0665 5.2460 -1.2906
H -5.6498 5.1256 -0.3539
H -5.9863 3.0440 -1.2732
H -4.6985 2.4356 -0.0288
H -4.6402 2.2735 -3.0955
H -3.5294 3.6490 -2.6138
H -2.7467 1.6841 -0.6850
H -3.8588 0.2763 -3.3237
H -4.8154 0.3847 -0.6671
H -6.8307 -0.3453 -1.7041
H -6.0289 0.6162 -3.0516
H -6.8532 -1.7620 -3.7754
H -5.0513 -1.5697 -4.0747
H -5.5258 -3.8934 -2.9081
H -4.7231 -2.8343 -1.6236
H -6.5604 -3.0223 -1.5934
H -3.0269 -1.9719 -2.7199
H -1.6756 -2.7285 -1.0580
H -1.6482 -1.2645 1.2756
H -3.1710 -1.9821 0.5561
H -2.8619 -0.1747 0.4078
H 0.0929 -0.2478 -0.2504
H 0.5102 -1.2249 -1.8303
H 0.9925 -3.2371 -0.5839
H 1.4061 -1.9218 0.6295
H -0.2272 -2.8814 0.7418
H -1.6002 2.9349 -3.1586
H -0.6274 1.7788 -0.4201
H -0.3534 3.3567 -1.2851
H 1.3017 0.7655 -2.2033
H 1.6562 2.5657 -2.4583
H 3.1702 -0.0777 -1.0844
H 4.6168 -0.4578 1.1369
H 4.2832 1.2507 3.1944
H 2.5352 3.2864 3.0015
H 1.0387 3.6695 0.7030
O 4.9214 -2.2640 0.5524
C 4.6592 -2.8210 -0.4790
O 5.4930 -3.6839 -1.1186
C 4.7408 -4.2941 -2.1601
C 3.6516 -3.3002 -2.4195
O 3.4904 -2.6682 -1.1563
H 5.3638 -4.4688 -3.0384
H 4.3557 -5.2510 -1.8022
H 3.9389 -2.5464 -3.1589
H 2.7222 -3.7735 -2.7398
O -2.8545 2.6885 3.0933
C -2.3863 1.8273 3.7835
O -2.9505 1.3673 4.9333
C -2.2209 0.2088 5.3158
C -0.8924 0.4089 4.6531
O -1.2204 1.1848 3.5117
H -2.1372 0.1410 6.4018
H -2.7447 -0.6745 4.9439
H -0.1935 0.9731 5.2778
H -0.4249 -0.5326 4.3609
O 1.8881 -6.4666 0.2517
C 2.9674 -6.6452 0.7381
O 3.1982 -7.4108 1.8390
C 4.6070 -7.5558 1.9601
C 5.1343 -6.3602 1.2263
O 4.1234 -6.1065 0.2600
H 4.9075 -7.5676 3.0088
H 4.9065 -8.4991 1.4940
H 5.2347 -5.4827 1.8717
H 6.0929 -6.5563 0.7436
O -5.6266 9.1006 -0.0279
C -4.7163 9.0813 -0.8045
O -4.6358 9.8648 -1.9152
C -3.3241 9.7136 -2.4391
C -2.8991 8.3786 -1.9065
O -3.6271 8.2715 -0.6916
H -3.3357 9.7434 -3.5297
H -2.6988 10.5310 -2.0679
H -3.1870 7.5538 -2.5653
H -1.8251 8.3260 -1.7217
O 5.8500 0.9771 5.8200
C 6.7650 0.9644 5.0478
O 6.8561 1.7657 3.9510
C 8.1698 1.6140 3.4316
C 8.5830 0.2678 3.9441
O 7.8477 0.1458 5.1532
H 8.1640 1.6617 2.3416
H 8.7984 2.4210 3.8193
H 8.2930 -0.5439 3.2703
H 9.6557 0.2048 4.1336
O -4.0708 -1.4745 3.2120
C -4.7978 -2.1692 3.8633
O -4.5331 -2.5804 5.1339
C -5.7190 -3.1836 5.6335
C -6.4363 -3.6011 4.3857
O -5.9936 -2.6494 3.4280
H -5.4819 -4.0287 6.2813
H -6.2780 -2.4404 6.2094
H -6.1464 -4.6012 4.0506
H -7.5211 -3.5652 4.4964
O 7.3883 -7.4984 -3.4368
C 7.6842 -6.5667 -4.1270
O 6.8736 -5.4973 -4.3641
C 7.6604 -4.5179 -5.0302
C 8.7523 -5.3304 -5.6573
O 8.8729 -6.4388 -4.7768
H 7.0652 -3.9783 -5.7685
H 8.0393 -3.8063 -4.2906
H 8.4831 -5.6966 -6.6523
H 9.6936 -4.7829 -5.7240